--- w ---
ORCA calculation (ωB97M-V with the def2-TZVPD basis set) on a cluster of 4 separate species, CH10N2O3 in total.

Geometry as XYZ:
```
16
Properties=species:S:1:pos:R:3:mulliken_charge:R:1
H 2.424 -2.761 -0.906 0.2368
N 2.810 -1.762 -0.790 -0.6009
C 2.371 -1.247 0.300 0.0391
N 2.436 0.208 0.498 -0.5779
H 2.126 -1.856 1.160 0.3421
H 1.615 0.681 0.895 0.2801
H 2.648 0.672 -0.382 0.2978
O -4.895 -0.242 1.581 -0.5657
H -5.006 -1.009 1.177 0.2737
H -5.688 0.160 1.688 0.2906
O 1.984 1.435 -2.726 -0.6590
H 2.049 0.458 -2.776 0.3312
H 1.212 1.539 -3.351 0.3126
O -1.736 0.955 1.219 -0.6108
H -1.697 1.909 1.226 0.3123
H -2.653 0.860 1.187 0.2978
```

Calculated values
Spin multiplicity   1
Kohn-Sham gap   9.739 eV
Structure (SMILES)   [H]/N=C/N.O.O.O

---

--- x ---
ORCA calculation (ωB97M-V with the def2-TZVPD basis set) on a cluster of 4 separate species, CH10N2O3 in total.

Geometry as XYZ:
```
16
Properties=species:S:1:pos:R:3:mulliken_charge:R:1
H -3.875 1.105 -0.151 0.1862
N -2.893 0.858 -0.339 -0.5562
C -2.029 0.701 0.597 0.0398
N -0.755 0.331 0.155 -0.3699
H -1.984 0.763 1.700 0.2717
H -0.175 -0.090 0.754 0.2567
H -0.676 0.000 -0.819 0.2329
O 3.566 0.301 0.136 -0.6193
H 3.963 0.648 -0.713 0.3157
H 3.853 1.028 0.733 0.3183
O -1.258 -0.225 -2.881 -0.7202
H -2.165 -0.007 -2.572 0.3372
H -1.035 0.610 -3.244 0.3213
O 2.052 -1.628 2.458 -0.6353
H 2.405 -2.554 2.714 0.3209
H 2.520 -1.618 1.599 0.3002
```

Calculated values
Spin multiplicity   1
Kohn-Sham gap   9.547 eV
Structure (SMILES)   [H]/N=C/N.O.O.O

---

Q: Which of them is the most stable? A: x.

---

--- w ---
ORCA calculation (ωB97M-V with the def2-TZVPD basis set) on an isolated molecule of C8H17NO.

Geometry as XYZ:
```
27
Properties=species:S:1:pos:R:3:mulliken_charge:R:1
C 2.447 -0.993 0.230 -1.2677
C 1.035 -1.561 0.147 -0.5572
C -0.020 -0.731 0.901 0.3907
C -1.239 -1.634 1.076 -0.1930
N -2.127 -1.645 0.056 -0.2484
O -1.390 -2.333 2.054 -0.6501
C -0.378 0.663 0.328 0.3780
C 0.428 1.749 1.044 -1.5735
C -0.223 0.798 -1.195 -0.4087
C -1.060 1.938 -1.768 -1.5073
H 2.731 -0.830 1.267 0.3261
H 2.531 -0.051 -0.305 0.2493
H 3.152 -1.694 -0.211 0.3941
H 1.039 -2.555 0.602 0.4589
H 0.751 -1.686 -0.899 0.1834
H 0.364 -0.584 1.916 0.4363
H -2.040 -1.049 -0.746 0.1818
H -2.939 -2.234 0.138 0.2347
H -1.434 0.843 0.572 0.3237
H 0.242 1.714 2.115 0.4519
H 0.144 2.736 0.688 0.4235
H 1.494 1.619 0.877 0.2715
H -0.520 -0.125 -1.697 0.4385
H 0.826 0.971 -1.440 0.1841
H -2.116 1.793 -1.543 0.3543
H -0.945 1.982 -2.849 0.4168
H -0.754 2.896 -1.358 0.3085
```

Calculated values
Spin multiplicity   1
Kohn-Sham gap   10.339 eV
Structure (SMILES)   CC[C@H](C(N)=O)[C@@H](C)CC

---

--- x ---
ORCA calculation (ωB97M-V with the def2-TZVPD basis set) on a cluster of 2 separate species, C8H17NO in total.

Geometry as XYZ:
```
27
Properties=species:S:1:pos:R:3:mulliken_charge:R:1
C 1.459 0.431 -2.234 -0.9052
N 0.120 1.114 -2.176 -0.3878
C -1.008 0.394 -1.768 0.9819
C -2.255 1.044 -1.304 -0.8479
O -1.022 -0.835 -1.948 -0.6322
H 1.104 -0.571 -2.157 0.4498
H 2.058 0.556 -3.258 0.2538
H 2.118 0.813 -1.463 0.3112
H 0.129 2.152 -2.057 0.2194
H -2.196 2.130 -1.433 0.3183
H -2.314 0.868 -0.258 0.0862
H -3.213 0.804 -1.817 0.2956
C 1.229 -1.312 0.839 -0.9787
C 1.224 -0.795 2.319 -0.5522
C 0.044 0.183 2.500 -0.8225
C -0.802 -0.243 1.291 -0.4471
C -0.043 -0.586 0.093 0.0409
H 2.038 -0.932 0.261 0.2525
H 1.494 -2.449 0.786 0.1942
H 2.119 -0.312 2.644 0.3531
H 1.070 -1.541 3.120 0.2931
H 0.406 1.249 2.513 0.3053
H -0.424 -0.122 3.461 0.3409
H -1.818 0.267 1.340 0.1499
H -1.250 -1.272 1.781 0.1834
H 0.426 0.270 -0.446 0.1359
H -0.694 -1.306 -0.628 0.4083
```

Calculated values
Spin multiplicity   1
Kohn-Sham gap   9.305 eV
Structure (SMILES)   CNC(C)=O.C1CCCC1

---

Q: Which of them is the most stable? A: w.

---

--- w ---
ORCA calculation (ωB97M-V with the def2-TZVPD basis set) on a structure of composition C40H34BrCuN5O2SSi.

Geometry as XYZ:
```
85
Properties=species:S:1:pos:R:3:lowdin_spin:R:1
Cu -0.196 1.122 0.647 0.4257
O 2.901 1.051 3.441 0.0028
C 3.251 -0.251 3.469 0.0002
C 4.446 -0.638 4.073 0.0000
C 4.845 -1.960 4.036 0.0001
C 4.062 -2.919 3.412 0.0001
C 2.851 -2.551 2.855 0.0003
C 2.432 -1.232 2.892 0.0014
C 1.130 -0.818 2.247 0.0029
O 1.275 0.332 1.535 0.0779
N 0.073 -0.622 3.279 0.0002
N -0.897 0.184 2.887 0.0037
C -1.743 0.703 3.685 0.0000
C -2.728 1.653 3.176 -0.0001
Br -1.998 3.447 3.032 0.0006
C -4.012 1.475 2.876 0.0004
C -4.697 0.188 2.864 0.0000
C -4.027 -0.979 2.497 0.0001
C -4.691 -2.190 2.487 0.0000
C -6.035 -2.248 2.820 0.0000
C -6.715 -1.090 3.161 0.0000
C -6.055 0.124 3.176 0.0000
H 2.218 1.131 2.722 0.0011
H 5.058 0.115 4.545 0.0000
H 5.779 -2.252 4.491 0.0000
H 4.395 -3.946 3.353 0.0000
H 2.217 -3.280 2.369 0.0001
H 0.765 -1.649 1.616 0.0008
H 0.367 -0.597 4.255 0.0000
H -1.700 0.567 4.774 0.0001
H -4.622 2.333 2.631 0.0000
H -2.993 -0.924 2.193 0.0003
H -4.155 -3.091 2.219 0.0000
H -6.557 -3.193 2.802 0.0000
H -7.763 -1.134 3.414 0.0000
H -6.587 1.025 3.444 0.0000
N 2.198 2.699 -2.628 0.0029
C 3.364 1.945 -2.802 0.0002
C 4.072 2.057 -3.989 0.0005
C 5.220 1.305 -4.203 0.0000
C 5.679 0.440 -3.230 0.0005
C 4.987 0.332 -2.033 0.0000
C 3.849 1.080 -1.817 0.0005
S 2.961 0.848 -0.276 0.0006
N 1.609 1.719 -0.571 0.0037
C 1.320 2.445 -1.587 0.0051
C -0.034 2.967 -1.615 0.0167
C -0.515 3.817 -2.619 0.0020
C -1.838 4.200 -2.620 0.0142
C -2.679 3.716 -1.615 0.0007
C -2.141 2.901 -0.644 0.0151
N -0.859 2.538 -0.615 0.0551
H 1.833 3.142 -3.456 0.0001
H 3.725 2.741 -4.750 0.0000
H 5.747 1.391 -5.139 0.0000
H 6.567 -0.151 -3.386 0.0000
H 5.324 -0.329 -1.248 0.0000
H 0.146 4.205 -3.379 0.0003
H -2.222 4.869 -3.374 0.0009
H -3.717 4.004 -1.574 -0.0001
H -2.761 2.519 0.156 0.0004
C 0.457 -4.785 -0.281 0.0128
C -0.882 -4.521 -0.031 -0.0005
C -1.363 -3.230 -0.136 0.0159
C -0.527 -2.184 -0.513 0.0326
C 0.822 -2.460 -0.736 0.0131
C 1.310 -3.747 -0.626 -0.0013
Si -1.225 -0.457 -0.758 0.1976
C -0.949 0.057 -2.553 0.0301
C -2.032 0.523 -3.295 0.0126
C -1.879 0.971 -4.592 -0.0001
C -0.623 0.966 -5.178 0.0094
C 0.464 0.486 -4.466 -0.0008
C 0.304 0.046 -3.164 0.0091
H 0.839 -5.793 -0.197 0.0009
H -1.555 -5.325 0.229 -0.0003
H -2.406 -3.024 0.058 0.0010
H 1.501 -1.658 -0.978 0.0009
H 2.357 -3.939 -0.817 -0.0004
H -2.701 -0.475 -0.589 0.0270
H -3.016 0.515 -2.851 0.0013
H -2.741 1.316 -5.145 -0.0002
H -0.499 1.312 -6.195 0.0008
H 1.443 0.444 -4.923 -0.0003
H 1.169 -0.322 -2.631 0.0007
```

Calculated values
Spin multiplicity   2
Kohn-Sham gap (spin up / spin down)   6.152 / 6.426 eV

---

--- x ---
ORCA calculation (ωB97M-V with the def2-TZVPD basis set) on a structure of composition C40H34BrCuN5O2SSi.

Geometry as XYZ:
```
85
Properties=species:S:1:pos:R:3:lowdin_spin:R:1
Cu -0.550 1.308 -0.328 0.0111
O 0.919 -2.723 1.325 0.0013
C 0.967 -3.450 0.175 0.0003
C 1.428 -4.759 0.297 0.0001
C 1.485 -5.588 -0.807 -0.0001
C 1.072 -5.124 -2.052 0.0001
C 0.623 -3.823 -2.170 0.0000
C 0.575 -2.964 -1.076 0.0006
C 0.084 -1.549 -1.287 0.0034
O 0.970 -0.539 -0.676 0.0013
N -1.239 -1.448 -0.806 0.0258
N -1.809 -0.150 -0.841 0.2207
C -3.098 -0.167 -0.499 0.1309
C -3.953 0.912 -0.309 0.0651
Br -3.148 2.675 -0.163 0.0182
C -5.331 0.888 -0.171 0.2623
C -6.239 -0.158 -0.588 0.0261
C -5.913 -1.166 -1.518 0.0637
C -6.860 -2.086 -1.936 -0.0037
C -8.157 -2.052 -1.439 0.0719
C -8.496 -1.075 -0.507 -0.0036
C -7.558 -0.149 -0.090 0.0592
H 0.626 -1.817 1.156 0.0003
H 1.727 -5.104 1.280 0.0000
H 1.850 -6.602 -0.696 0.0000
H 1.106 -5.772 -2.919 0.0000
H 0.314 -3.446 -3.138 0.0000
H 0.074 -1.329 -2.356 0.0004
H -1.397 -1.944 0.067 0.0057
H -3.560 -1.135 -0.310 0.0057
H -5.803 1.766 0.258 0.0161
H -4.917 -1.197 -1.939 0.0053
H -6.586 -2.838 -2.668 -0.0020
H -8.896 -2.766 -1.779 0.0051
H -9.502 -1.040 -0.106 -0.0021
H -7.831 0.605 0.640 0.0030
N 0.206 2.627 3.607 0.0005
C 0.011 1.688 4.638 0.0000
C 0.243 2.051 5.954 0.0001
C 0.059 1.134 6.981 -0.0001
C -0.346 -0.157 6.695 0.0001
C -0.573 -0.526 5.373 0.0000
C -0.407 0.393 4.354 0.0003
S -0.787 -0.069 2.687 0.0009
N -0.213 1.223 1.783 0.0024
C 0.120 2.349 2.269 0.0010
C 0.406 3.447 1.306 0.0001
C 0.783 4.721 1.704 0.0001
C 0.920 5.723 0.757 0.0001
C 0.696 5.419 -0.569 0.0002
C 0.363 4.113 -0.892 0.0004
N 0.215 3.152 0.014 0.0011
H 0.464 3.551 3.889 0.0000
H 0.569 3.062 6.176 0.0000
H 0.236 1.436 8.005 0.0000
H -0.492 -0.877 7.488 0.0000
H -0.889 -1.533 5.126 0.0000
H 0.958 4.955 2.745 0.0000
H 1.198 6.726 1.055 0.0000
H 0.779 6.170 -1.343 0.0000
H 0.187 3.825 -1.920 0.0000
C 4.156 -2.895 -4.528 0.0000
C 4.653 -3.195 -3.268 0.0000
C 4.186 -2.507 -2.156 0.0000
C 3.216 -1.511 -2.280 0.0000
C 2.733 -1.219 -3.561 0.0000
C 3.192 -1.904 -4.675 0.0000
Si 2.640 -0.577 -0.768 0.0003
C 3.340 1.150 -0.836 0.0001
C 3.416 1.859 -2.039 0.0000
C 4.059 3.085 -2.106 0.0000
C 4.633 3.632 -0.965 0.0000
C 4.563 2.948 0.241 0.0000
C 3.928 1.713 0.300 0.0001
H 4.520 -3.430 -5.397 0.0000
H 5.399 -3.971 -3.151 0.0000
H 4.567 -2.763 -1.171 0.0000
H 1.980 -0.447 -3.692 0.0001
H 2.797 -1.674 -5.656 0.0000
H 3.157 -1.260 0.436 0.0000
H 2.997 1.434 -2.945 0.0000
H 4.124 3.609 -3.052 0.0000
H 5.137 4.590 -1.014 0.0000
H 5.020 3.367 1.130 0.0000
H 3.906 1.169 1.241 0.0000
```

Calculated values
Spin multiplicity   2
Kohn-Sham gap (spin up / spin down)   4.039 / 5.899 eV

---

Q: Which of them is the most stable? A: x.

---

--- w ---
ORCA calculation (ωB97M-V with the def2-TZVPD basis set) on a structure of composition BrZr.

Geometry as XYZ:
```
2
Properties=species:S:1:pos:R:3:mulliken_charge:R:1
Zr 1.775 19.600 -5.200 2.3291
Br 3.807 19.560 -6.852 0.6709
```

Calculated values
Spin multiplicity   1
Total charge   +3
Kohn-Sham gap   7.173 eV

---

--- x ---
ORCA calculation (ωB97M-V with the def2-TZVPD basis set) on a structure of composition BrZr.

Geometry as XYZ:
```
2
Properties=species:S:1:pos:R:3:mulliken_charge:R:1
Zr -32.402 7.526 21.789 2.3303
Br -30.734 9.235 22.811 0.6697
```

Calculated values
Spin multiplicity   1
Total charge   +3
Kohn-Sham gap   7.265 eV

---

Q: Which of them is the most stable? A: x.